No. 1
DFT (wB97M-V/def2-TZVPD) results for a molecular structure, C31H76Cu2N5O13.

Each line ends with the Mulliken spin population.
Element x y z (Å)
Cu: 2.83363 -1.56571 -0.23392  0.001
Cu: 1.50028 1.37383 -3.40291  0.000
O: 0.22567 1.69221 0.75911  -0.006
C: 0.74799 0.87246 -0.10323  -0.002
O: 0.80283 1.11557 -1.28684  0.003
O: 1.20137 -0.19282 0.36202  0.001
H: -0.21311 2.33375 0.19566  0.024
C: -2.47432 8.12661 -1.09966  0.002
O: -2.09180 6.72834 -1.06606  0.010
C: -0.77189 6.52084 -0.58458  0.104
C: -0.36166 5.02492 -0.61272  0.011
N: -1.37470 4.13206 -0.03020  0.686
C: -1.33664 4.20912 1.43232  -0.016
C: -2.38686 3.21051 1.98138  0.039
O: -3.65011 3.89304 1.97850  0.034
C: -4.81757 3.22138 2.21384  -0.002
H: -1.69268 8.59299 -1.69935  0.001
H: -2.53365 8.54667 -0.09560  -0.001
H: -3.43901 8.28031 -1.58325  0.001
H: -0.75159 6.96420 0.41097  0.007
H: 0.00998 6.95541 -1.20741  0.007
H: 0.60968 4.85372 -0.14873  -0.006
H: -0.29743 4.68633 -1.64681  0.022
H: -2.24359 4.51024 -0.37963  -0.002
H: -1.62023 5.21069 1.75562  0.063
H: -0.34929 3.91391 1.78741  0.006
H: -2.21759 3.00121 3.03762  0.000
H: -2.40303 2.26158 1.44530  0.005
H: -4.68659 2.63525 3.12346  0.001
H: -5.13430 2.66092 1.33426  0.004
H: -5.60377 3.91280 2.51701  0.000
C: -2.80899 -0.30555 0.55852  -0.001
O: -2.84382 -1.45095 -0.28400  0.000
C: -1.90520 -1.48450 -1.38322  0.010
C: -1.90495 -2.90696 -2.02530  0.000
N: -3.28887 -3.43219 -2.28063  0.775
C: -3.21699 -4.81029 -2.72648  0.040
C: -4.65570 -5.37139 -2.48313  0.000
O: -5.03862 -5.28661 -1.05019  0.046
C: -4.30491 -6.03922 -0.12281  0.003
H: -3.82115 -0.24597 0.95859  0.001
H: -2.58398 0.65409 0.09314  0.005
H: -2.16057 -0.49127 1.41478  0.001
H: -0.88289 -1.25860 -1.07995  0.002
H: -2.10304 -0.76285 -2.17580  0.003
H: -1.23852 -3.57364 -1.47803  0.025
H: -1.36192 -2.77519 -2.96117  0.028
H: -3.82894 -3.44702 -1.42727  -0.014
H: -2.45380 -5.33553 -2.15224  0.044
H: -3.07766 -4.79338 -3.80741  0.020
H: -4.69195 -6.43199 -2.73201  0.000
H: -5.39313 -4.80294 -3.04983  0.002
H: -4.88987 -6.05758 0.79674  0.000
H: -3.33073 -5.57210 0.02172  0.003
H: -4.18414 -7.04964 -0.51340  0.000
C: 3.80688 -0.16306 2.48358  -0.001
O: 3.78809 -1.33193 1.66404  -0.001
C: 5.14486 -1.87635 1.57284  0.000
C: 5.19310 -3.22136 0.78556  0.000
N: 4.49596 -3.03265 -0.49777  0.000
C: 3.78122 -4.29004 -0.78011  0.000
C: 2.51127 -4.58167 0.12953  0.000
O: 1.82446 -3.37300 0.43379  0.001
C: 0.59402 -3.64030 1.08933  0.000
H: 4.55160 0.45991 1.98819  0.000
H: 4.14659 -0.40342 3.49102  0.000
H: 2.86370 0.37893 2.55266  0.001
H: 5.54763 -1.99808 2.57836  0.000
H: 5.76924 -1.15309 1.04831  0.000
H: 4.73754 -4.01130 1.38268  0.000
H: 6.22998 -3.45196 0.54100  0.000
H: 5.29076 -3.20080 -1.09787  0.000
H: 4.41377 -5.17730 -0.80709  0.000
H: 3.42515 -4.20349 -1.80667  0.000
H: 2.82027 -5.18492 0.98317  0.000
H: 1.75868 -5.17271 -0.39236  0.000
H: 0.71001 -4.31174 1.94011  0.000
H: -0.07669 -4.08411 0.35361  0.010
H: 0.08959 -2.72828 1.40847  0.001
C: 1.09912 -2.40161 9.92553  0.000
O: 0.76865 -1.55918 8.80969  0.185
C: 1.79601 -1.57292 7.82592  -0.011
C: 1.61214 -0.44098 6.81530  0.047
N: 0.70792 -0.80660 5.73604  0.592
C: 0.49986 0.27917 4.78232  0.015
C: -0.71218 0.06178 3.85931  0.026
O: -1.84789 0.03722 4.66928  0.000
C: -3.09072 -0.08513 4.01901  0.000
H: 0.25840 -2.39150 10.61921  0.000
H: 1.96360 -2.09573 10.51477  0.007
H: 1.22895 -3.42454 9.57216  0.011
H: 1.73585 -2.49125 7.24182  0.030
H: 2.79178 -1.59632 8.26861  0.013
H: 2.59161 -0.30634 6.35638  0.029
H: 1.36325 0.54484 7.20813  0.034
H: -0.21287 -0.88997 6.14262  0.003
H: 1.32945 0.43541 4.09277  -0.008
H: 0.21011 1.17202 5.33637  0.037
H: -0.61079 -0.89591 3.34879  -0.008
H: -0.86283 0.81577 3.08671  -0.001
H: -3.18569 -1.02490 3.47504  0.000
H: -3.23660 0.70627 3.28381  0.000
H: -3.93244 0.00146 4.70612  0.000
C: 4.71669 3.42454 -8.28207  0.000
O: 3.55607 2.93250 -7.60789  0.000
C: 3.24247 1.55142 -7.73640  0.000
C: 2.87950 0.99175 -6.29014  0.000
N: 1.66483 1.59750 -5.69427  0.000
C: 0.49589 0.94622 -6.27365  0.000
C: -0.80640 1.34726 -5.59487  0.000
O: -0.62939 1.41185 -4.12713  -0.001
C: -1.84114 1.86909 -3.50383  -0.010
H: 5.57102 3.26416 -7.62442  0.000
H: 4.54132 4.50016 -8.30219  0.000
H: 4.92014 2.98760 -9.25971  0.000
H: 4.07970 0.95877 -8.10508  0.000
H: 2.41110 1.46458 -8.43595  0.000
H: 3.75603 1.22661 -5.68629  0.000
H: 2.80361 -0.09303 -6.21534  0.000
H: 1.60748 2.58838 -5.88122  0.000
H: 0.63682 -0.13444 -6.29413  0.000
H: 0.34993 1.14532 -7.33532  0.000
H: -1.61780 0.64582 -5.78903  0.000
H: -0.99421 2.33084 -6.02547  0.000
H: -2.06825 2.85821 -3.90155  0.000
H: -1.76832 2.00977 -2.42540  0.010
H: -2.69914 1.20573 -3.61289  -0.001

Results
Total charge   +4
Multiplicity   4

=====

No. 2
DFT (wB97M-V/def2-TZVPD) results for 2 unconnected molecules or ions with the total composition C4H14N2O.

Each line ends with the natural charge from an NBO analysis.
Element x y z (Å)
C: 1.48657 -0.90489 -0.19202  -0.219
N: 0.21734 -1.50638 -0.66653  -0.847
C: 1.90635 0.64728 -0.19787  -0.412
C: 1.64464 1.53339 0.96400  -0.419
C: 0.80625 1.00551 2.12427  -0.194
N: -0.53955 0.56459 1.86616  -0.885
H: 1.54452 -1.22306 0.83907  0.184
H: 2.30072 -1.39828 -0.71320  0.167
H: 0.18554 -2.48377 -0.33888  0.361
H: 0.23880 -1.60089 -1.69833  0.350
H: 2.97987 0.75525 -0.36664  0.215
H: 1.35873 0.95357 -1.16070  0.203
H: 2.61370 1.84234 1.45269  0.199
H: 1.18187 2.42144 0.70497  0.211
H: 0.65775 1.92234 2.77310  0.190
H: 1.47271 0.32098 2.83047  0.139
H: -1.07074 0.46173 2.76321  0.363
H: -0.85113 -0.16317 1.21858  0.394
H: -6.05867 -0.30052 -4.34608  0.470
H: -5.70298 -1.79181 -3.99633  0.473
O: -6.37229 -1.05568 -3.85992  -0.942

Results
Structure (SMILES)   NCCCCN.O
Total charge   0
Multiplicity   1

=====

No. 3
DFT (wB97M-V/def2-TZVPD) results for a molecular structure, C27H21BBrF4N5O2Ti.

Each line ends with the natural charge from an NBO analysis.
Element x y z (Å)
Ti: -0.35126 0.31016 0.65051  1.979
N: 4.16441 0.39248 -0.22697  -0.487
C: 3.08187 0.57324 0.51872  0.390
N: 1.89012 0.87014 0.05433  -0.627
C: 1.76708 0.99682 -1.32155  0.433
N: 0.63111 1.34536 -1.86016  -0.339
N: -0.45278 1.34472 -1.08588  -0.373
C: -1.55038 1.82036 -1.59153  0.154
C: -2.74114 1.64127 -0.80920  0.113
C: -4.00241 2.09184 -1.20897  -0.172
C: -5.08798 1.84770 -0.38497  -0.106
C: -4.88002 1.16642 0.80782  -0.193
C: -3.59700 0.74354 1.13412  0.083
N: -2.54133 0.96719 0.35063  -0.502
C: 2.87389 0.71609 -2.19542  -0.085
C: 2.73995 0.65890 -3.58878  -0.136
C: 3.81786 0.29579 -4.36416  -0.189
C: 5.04577 -0.01707 -3.77502  -0.119
C: 5.19984 0.03652 -2.40230  -0.229
C: 4.11399 0.39580 -1.60919  0.166
H: 5.04600 0.13735 0.20721  0.447
H: 3.19847 0.44519 1.58810  0.233
H: -1.56763 2.28382 -2.57604  0.252
H: -4.11881 2.61426 -2.14660  0.256
H: -6.07460 2.18274 -0.66479  0.260
H: -5.69770 0.95614 1.47931  0.263
H: -3.43064 0.20377 2.05957  0.239
H: 1.77967 0.88092 -4.02312  0.248
H: 3.71521 0.23787 -5.43697  0.246
H: 5.87248 -0.32531 -4.39867  0.249
H: 6.14514 -0.21377 -1.94688  0.239
C: 0.43724 3.50403 1.32929  -0.179
C: 1.65563 3.19493 1.91757  -0.172
C: 1.74101 2.18217 2.86629  -0.183
C: 0.60464 1.47666 3.24578  -0.192
C: -0.64007 1.82958 2.70977  -0.315
C: -0.71542 2.83144 1.72949  -0.198
H: 0.37091 4.31992 0.62287  0.247
H: 2.52807 3.78631 1.68106  0.246
H: 2.68229 1.98874 3.36354  0.243
H: 0.65826 0.74858 4.04848  0.262
H: -1.54702 1.45555 3.17886  0.268
H: -1.68493 3.20293 1.41402  0.239
F: 0.20578 -1.06197 -0.42241  -0.578
B: 1.44710 -2.18294 0.62369  1.452
F: 1.31665 -1.35142 1.68883  -0.503
F: 0.79213 -3.29807 0.59094  -0.460
F: 2.53097 -1.99287 -0.09122  -0.491
Br: -1.67437 -6.91050 1.10918  0.125
C: -1.87995 -5.09457 0.59915  -0.074
C: -1.99912 -4.77036 -0.74574  -0.189
C: -2.16595 -3.44827 -1.12266  -0.211
C: -2.17090 -2.44824 -0.16420  -0.126
C: -1.99941 -2.77862 1.18114  -0.199
C: -1.89290 -4.10747 1.57336  -0.171
C: -1.83244 -1.72222 2.22178  0.780
O: -2.25809 -1.76185 3.34260  -0.489
O: -1.12522 -0.68793 1.77238  -0.741
H: -1.95647 -5.54786 -1.49042  0.248
H: -2.29063 -3.19750 -2.16473  0.232
H: -2.31978 -1.40956 -0.46426  0.185
H: -1.80721 -4.34887 2.62244  0.255

Results
Total charge   +2
Multiplicity   1

=====

No. 4
DFT (wB97M-V/def2-TZVPD) results for 2 unconnected molecules or ions with the total composition C2H4NO3P.

Each line ends with the natural charge from an NBO analysis.
Element x y z (Å)
C: 0.72327 -0.47954 0.12232  0.133
C: 3.48724 -0.69461 0.13834  -0.938
N: -0.20518 0.37992 0.30292  -0.920
O: -1.99791 -0.85604 -1.18590  -1.183
O: -2.67653 -0.18410 1.19798  -1.212
O: -2.07782 1.68385 -0.48039  -1.043
P: -1.80765 0.01290 -0.03019  2.419
H: -2.64279 1.95095 0.30484  0.466
H: 0.54948 -1.59688 -0.05217  0.105
H: 3.31265 -0.51429 -1.00593  0.082
H: 3.33523 0.29785 0.68818  0.091

Results
Total charge   -2
Multiplicity   1

=====

No. 5
DFT (wB97M-V/def2-TZVPD) results for a molecular structure, CH3I2P.

Each line ends with the natural charge from an NBO analysis.
Element x y z (Å)
C: 0.95709 -0.12305 0.66386  -0.945
P: -0.68128 -0.06005 0.01962  0.768
I: 1.59810 1.90736 -0.02406  0.073
I: 1.87305 -1.76748 -0.41971  0.097
H: -1.36579 0.86171 0.80479  0.010
H: -1.61213 -1.02664 0.32412  0.001
H: -0.76904 0.20815 -1.36862  -0.004

Results
Total charge   0
Multiplicity   1

=====

The electronic energy results, record by record, are as follows: -5757.83369 -345.48739 -5313.33627 -700.30573 -976.52635 Ha.
The strongest force on any atom results, record by record, are as follows: 5.2 3.9 3.1 3.5 1.2 eV/Å.